1.
ORCA calculation (the ωB97M-V functional and the def2-TZVPD basis) on an isolated molecule of C19H19FN4O3.

Calculated values
E_LUMO   0.56 eV
SMILES   Cc1cc2c(F)c(Oc3ncnn4cc(OC[C@@H](C)O)c(C)c34)ccc2[nH]1
HOMO level   -7.965 eV
Energy relative to the best compared isomer or geometry (same formula, charge and spin)   37.47 kcal/mol
Gap between HOMO and LUMO   8.53 eV

Positions of all 46 atoms, in Å:
C (7.307, -3.733, 2.298)
C (6.145, -2.882, 1.915)
C (5.260, -3.045, 0.877)
C (4.221, -2.044, 0.996)
C (2.997, -1.798, 0.366)
F (2.653, -2.565, -0.662)
C (2.190, -0.764, 0.816)
O (0.962, -0.599, 0.210)
C (0.585, 0.653, -0.220)
N (1.405, 1.689, -0.336)
C (0.904, 2.816, -0.991)
N (-0.283, 2.936, -1.518)
N (-1.152, 1.882, -1.411)
C (-2.464, 1.811, -1.838)
C (-3.040, 0.673, -1.379)
O (-4.332, 0.219, -1.438)
C (-5.259, 1.047, -2.209)
C (-5.926, 2.094, -1.346)
C (-6.870, 2.973, -2.157)
O (-6.612, 1.380, -0.326)
C (-1.976, -0.025, -0.621)
C (-2.068, -1.299, 0.204)
C (-0.818, 0.747, -0.705)
C (2.625, 0.113, 1.852)
C (3.822, -0.175, 2.499)
C (4.563, -1.258, 2.070)
N (5.702, -1.784, 2.643)
H (8.168, -3.078, 2.460)
H (7.589, -4.482, 1.550)
H (7.126, -4.224, 3.275)
H (5.226, -3.818, 0.115)
H (1.589, 3.689, -1.099)
H (-2.927, 2.557, -2.449)
H (-6.027, 0.380, -2.674)
H (-4.753, 1.575, -3.026)
H (-5.147, 2.736, -0.926)
H (-6.332, 3.419, -3.020)
H (-7.236, 3.796, -1.523)
H (-7.711, 2.404, -2.582)
H (-6.009, 0.820, 0.164)
H (-1.976, -2.185, -0.382)
H (-1.296, -1.352, 0.954)
H (-3.085, -1.354, 0.671)
H (1.974, 1.006, 2.100)
H (4.185, 0.456, 3.280)
H (6.099, -1.406, 3.518)


2.
ORCA calculation (the ωB97M-V functional and the def2-TZVPD basis) on an isolated molecule of C19H19N3O4.

Calculated values
E_LUMO   0.66 eV
SMILES   COc1cc(C(=O)Nc2cc(-c3ccccc3)[nH]n2)cc(OC)c1OC
HOMO level   -8.068 eV
Energy relative to the best compared isomer or geometry (same formula, charge and spin)   87.93 kcal/mol
Gap between HOMO and LUMO   8.73 eV

Positions of all 45 atoms, in Å:
C (4.610, 1.428, -2.396)
O (4.319, 0.292, -1.617)
C (3.353, 0.390, -0.658)
C (2.665, 1.560, -0.380)
C (1.658, 1.562, 0.576)
C (0.968, 2.842, 0.888)
O (1.556, 3.867, 1.164)
N (-0.399, 2.808, 0.898)
C (-1.240, 1.842, 0.376)
C (-2.613, 1.717, 0.660)
C (-3.036, 0.630, -0.088)
C (-4.343, 0.010, -0.207)
C (-5.492, 0.735, 0.114)
C (-6.741, 0.156, 0.003)
C (-6.868, -1.154, -0.428)
C (-5.734, -1.884, -0.744)
C (-4.482, -1.310, -0.636)
N (-1.937, 0.195, -0.750)
N (-0.852, 0.922, -0.495)
C (1.368, 0.409, 1.277)
C (2.067, -0.774, 1.032)
O (1.648, -1.816, 1.800)
C (2.309, -3.062, 1.786)
C (3.070, -0.793, 0.056)
O (3.736, -1.968, -0.242)
C (5.139, -1.961, -0.058)
H (5.374, 1.109, -3.103)
H (3.728, 1.773, -2.945)
H (5.001, 2.246, -1.783)
H (2.880, 2.476, -0.902)
H (-0.847, 3.656, 1.223)
H (-3.189, 2.321, 1.330)
H (-5.398, 1.760, 0.439)
H (-7.622, 0.730, 0.252)
H (-7.844, -1.605, -0.515)
H (-5.826, -2.908, -1.075)
H (-3.606, -1.900, -0.865)
H (-1.872, -0.567, -1.405)
H (0.607, 0.391, 2.040)
H (3.344, -2.975, 2.126)
H (1.753, -3.683, 2.490)
H (2.291, -3.521, 0.796)
H (5.460, -2.989, -0.218)
H (5.638, -1.306, -0.774)
H (5.401, -1.649, 0.959)


Question: Among the records above, which one has the lowest energy relative to the best compared isomer or geometry (same formula, charge and spin)?
Answer: C19H19FN4O3


Question: Which of these has the highest energy relative to the best compared isomer or geometry (same formula, charge and spin)?
Answer: C19H19N3O4


Question: Which formula does entry 1 have?
Answer: C19H19FN4O3


Question: Which formula does entry 2 have?
Answer: C19H19N3O4